[1]
# C12H9NO8SSn

A molecular structure, C12H9NO8SSn (the ωB97M-V functional and the def2-TZVPD basis, the OMol25 dataset).

Computed properties:
**HOMO-LUMO gap**: 3.923 eV
**HOMO energy**: 1.32 eV
**LUMO level**: 5.25 eV
**Energy relative to the best compared isomer or geometry (same formula, charge and spin)**: 50.9 kcal per mole
**DFT total energy**: -47126.62315 eV

Geometry as ORCA input:
```
! wB97M-V def2-TZVPD RIJCOSX def2/J DEFGRID3
* xyz -2 1
Sn 0.75130 0.43592 -0.82594
O -3.01988 1.07490 -0.29966
C -2.48454 1.94578 -1.16846
O -1.76890 1.56896 -2.11126
C -2.56599 3.27753 -0.60383
O -1.66402 3.38026 0.47269
C -0.31503 3.82118 0.46159
C 0.49878 3.55713 -0.82039
O 0.57683 4.53663 -1.57630
O 1.17325 2.47484 -1.02870
H -2.95275 0.20079 -0.73135
H -3.52376 3.49661 -0.21306
H -2.32522 3.93465 -1.44213
H 0.28049 3.30630 1.19793
H -0.33403 4.87555 0.68548
O -1.08641 -3.10293 -1.61912
C -0.16936 -2.33075 -1.34268
O -0.29961 -1.06798 -1.74253
C 0.94299 -2.73415 -0.46078
C 0.61399 -3.94956 0.23213
C 1.25388 -4.24757 1.42469
C 2.45315 -3.56432 1.66386
C 2.90610 -2.59672 0.75992
C 2.19981 -2.13541 -0.32458
S 2.94665 -0.74569 -1.01203
H -0.18068 -4.60714 -0.17558
H 0.83337 -4.87942 2.20703
H 3.07209 -3.82156 2.47420
H 3.77086 -2.02592 1.07832
O -1.46535 -0.68555 1.97481
C -0.54944 -0.01731 1.61229
N 0.43140 0.62496 1.25344
*
```



[2]
# C12H9P

C12H9P in the gas phase (the ωB97M-V functional and the def2-TZVPD basis, the OMol25 dataset).

Computed properties:
**HOMO-LUMO gap (spin up / spin down)**: 6.435 / 6.435 eV
**HOMO energy (spin up / spin down)**: -7.50 / -7.50 eV
**LUMO level (spin up / spin down)**: -1.06 / -1.06 eV
**Energy relative to the best compared isomer or geometry (same formula, charge and spin)**: 51.8 kcal per mole
**DFT total energy**: -21870.79939 eV

Geometry as ORCA input:
```
! wB97M-V def2-TZVPD RIJCOSX def2/J DEFGRID3
* xyz 0 1
C 2.06336 0.70538 -1.52456
C 1.42946 1.66348 -0.69035
C -1.41468 -3.03233 -0.05002
C -1.54240 -2.02756 0.90974
C -0.34950 -3.04132 -0.88166
C -0.67690 -0.96637 0.98490
C 0.69361 -2.09813 -0.69105
C 0.45768 -1.01691 0.17993
C 0.40206 2.29225 1.39787
C -0.27782 2.86924 0.36722
C 1.69153 1.80480 0.95458
C 0.30421 2.66860 -0.96124
P 1.87990 0.10390 0.22272
H -2.02120 -3.86596 -0.00140
H -2.54403 -1.87161 1.42913
H -0.27476 -3.63109 -1.78141
H -0.80662 -0.27561 1.75604
H 1.65975 -2.12570 -1.23273
H 0.18074 2.38493 2.40029
H -1.21175 3.49400 0.48079
H 0.77540 3.53867 -1.47540
H -0.41804 2.42734 -1.79336
*
```



[3]
# C12HB3O25Pb3

A molecular structure, C12HB3O25Pb3 (the ωB97M-V functional and the def2-TZVPD basis, the OMol25 dataset).

Computed properties:
**HOMO-LUMO gap**: 1.196 eV
**HOMO energy**: -13.94 eV
**LUMO level**: -12.74 eV
**DFT total energy**: -81404.56988 eV

Geometry as ORCA input:
```
! wB97M-V def2-TZVPD RIJCOSX def2/J DEFGRID3
* xyz 2 1
Pb -12.76350 -10.41621 -7.21475
Pb -16.22867 -10.34277 -5.14840
Pb -13.33417 -10.67759 -2.28426
O -10.84300 -10.44243 -3.17199
C -9.59302 -10.41114 -3.12863
O -8.78201 -9.62274 -3.82415
B -7.43679 -9.69743 -3.29577
O -7.53149 -10.96136 -2.47652
C -8.68614 -11.27455 -2.24266
O -9.00471 -12.03923 -1.32830
O -7.04513 -8.56583 -2.41292
C -5.86824 -8.03803 -2.86251
O -5.13155 -7.23699 -2.32192
C -5.52988 -8.72572 -4.13348
O -6.38894 -9.78968 -4.32466
O -4.60474 -8.38142 -4.91724
O -14.51679 -13.05559 -2.78232
C -15.12252 -13.87021 -2.04933
O -16.37043 -14.17411 -2.09387
B -16.68227 -15.13128 -1.05324
O -15.41735 -15.34659 -0.29070
C -14.46255 -14.72177 -0.89825
O -13.23353 -14.83260 -0.70513
O -17.19027 -16.37517 -1.72160
C -18.45881 -16.47091 -1.54225
O -19.17953 -17.24914 -2.14577
C -18.92554 -15.40526 -0.48311
O -17.79537 -14.81467 -0.11836
O -20.07835 -15.14900 -0.09159
O -12.85381 -18.80354 -6.81250
C -13.20160 -17.81293 -6.26250
O -12.44913 -16.69374 -6.19128
B -12.82054 -15.93055 -5.01436
O -14.12088 -16.46288 -4.59039
C -14.38085 -17.55052 -5.33005
O -15.24451 -18.42121 -5.14439
O -12.82571 -14.50969 -5.34798
C -11.88900 -13.82041 -4.74188
O -11.70899 -12.61690 -4.81043
C -11.21031 -14.81924 -3.84019
O -11.72316 -15.94194 -4.04019
O -10.34365 -14.51881 -2.97053
O -13.65641 -10.45853 -4.70872
H -13.19789 -11.32042 -4.67088
*
```



[4]
# C13H10Br2F2N2O4

2 unconnected molecules or ions with the total composition C13H10Br2F2N2O4 (the ωB97M-V functional and the def2-TZVPD basis, the OMol25 dataset).

Computed properties:
**SMILES string**: C#CCC1=C(N)C(=O)C(N(C(=O)F)C(=O)F)=CC1=O.BrCCBr
**HOMO-LUMO gap**: 7.695 eV
**HOMO energy**: -9.47 eV
**LUMO level**: -1.78 eV
**DFT total energy**: -170323.89106 eV

Geometry as ORCA input:
```
! wB97M-V def2-TZVPD RIJCOSX def2/J DEFGRID3
* xyz 0 1
C -2.42666 3.76248 -2.70075
C -1.68597 3.04533 -3.53420
C -0.75287 2.10536 -4.49147
C -0.08426 1.01318 -3.50851
C -0.83697 -0.19092 -3.17134
N -2.19040 -0.48585 -3.67605
C -0.08016 -1.19683 -2.12888
O -0.11157 -2.46605 -2.28152
C 0.73705 -0.44283 -0.94235
N 0.75273 -0.87201 0.48619
C -0.27733 -1.89990 0.79467
O -1.51794 -1.81175 0.59891
F 0.21296 -3.13756 1.37736
C 0.34510 0.32838 1.29821
O -0.70271 1.01870 1.05019
F 1.14751 0.82162 2.41015
C 1.49145 0.75505 -1.27988
C 1.39603 1.20753 -2.84839
O 2.40087 1.63949 -3.51585
H -2.90456 4.21542 -1.74469
H -1.45320 1.65086 -5.27923
H 0.09704 2.75760 -4.93897
H -2.24221 -0.46826 -4.70633
H -2.55606 -1.36793 -3.28456
H 2.08337 1.37855 -0.52066
Br 2.79210 -1.93972 4.39373
C 1.00783 -1.53358 5.06686
C 1.05475 -1.09118 6.50868
Br 1.30526 -2.61036 7.70570
H 0.39693 -2.42317 4.90649
H 0.64121 -0.72631 4.42955
H 0.10147 -0.65035 6.80742
H 1.85919 -0.38500 6.71949
*
```



[5]
# C13H10BrN2O3Pt

A molecular structure, C13H10BrN2O3Pt (the ωB97M-V functional and the def2-TZVPD basis, the OMol25 dataset).

Computed properties:
**HOMO-LUMO gap**: 6.663 eV
**HOMO energy**: -4.03 eV
**LUMO level**: 2.63 eV
**Energy relative to the best compared isomer or geometry (same formula, charge and spin)**: 0.0 kcal per mole
**DFT total energy**: -96057.03939 eV

Geometry as ORCA input:
```
! wB97M-V def2-TZVPD RIJCOSX def2/J DEFGRID3
* xyz -1 1
Pt 1.12285 1.75863 -1.77338
O -2.12880 -5.42714 -1.92123
C -3.00448 -4.48178 -1.47239
O -4.15791 -4.79982 -1.32488
C -2.45632 -3.14115 -1.19145
C -1.15538 -2.73992 -1.50577
C -0.69294 -1.47532 -1.20807
C -1.52508 -0.53418 -0.55467
C -2.85454 -0.93505 -0.28380
C -3.29868 -2.19714 -0.58617
N -1.13906 0.72081 -0.20934
C 0.15724 0.95575 -0.15771
C 1.48911 2.56556 1.10479
C 2.13630 3.79726 0.99186
C 3.11503 4.08579 1.91343
C 3.42056 3.14804 2.89945
C 2.71170 1.96511 2.90908
N 1.74676 1.67266 2.03122
H -1.24137 -5.05277 -1.93800
H -0.47056 -3.39605 -2.03713
H 0.29605 -1.17685 -1.53276
H -3.51007 -0.21276 0.18594
H -4.31434 -2.49416 -0.35876
H 0.85841 0.24524 0.28597
H 1.87132 4.46818 0.18782
H 3.64722 5.02720 1.86295
H 4.18922 3.33304 3.63666
H 2.91232 1.20469 3.65558
O 0.47472 2.32632 0.21776
Br 1.80070 0.78982 -3.82699
*
```



[6]
# C13H10Cl2LiN2

A molecular structure, C13H10Cl2LiN2 (the ωB97M-V functional and the def2-TZVPD basis, the OMol25 dataset).

Computed properties:
**HOMO-LUMO gap**: 7.639 eV
**HOMO energy**: -11.76 eV
**LUMO level**: -4.12 eV
**Energy relative to the best compared isomer or geometry (same formula, charge and spin)**: 0.0 kcal per mole
**DFT total energy**: -41853.75929 eV

Geometry as ORCA input:
```
! wB97M-V def2-TZVPD RIJCOSX def2/J DEFGRID3
* xyz 1 1
Li 0.19966 -1.89379 1.04775
C -3.24926 -3.27539 0.64538
C -0.94029 -3.92954 -0.46053
N -2.01053 -1.52992 -0.44000
C -2.96015 -0.53242 -0.46815
C -4.21021 -1.05697 -0.14751
C -4.25825 -2.36638 0.47856
C -5.31739 -0.16861 -0.05363
C -5.10113 1.17570 -0.07204
C -3.78342 1.70372 -0.14837
C -3.49465 3.08745 -0.04825
C -2.19829 3.49825 -0.07479
C -1.16646 2.53402 -0.18979
N -1.38072 1.25040 -0.30598
C -2.67808 0.84166 -0.30411
H -3.55062 -4.29082 0.85958
H -1.12077 -2.70197 1.23717
H -5.24286 -2.67380 0.81382
H -6.32068 -0.56107 0.05864
H -5.93377 1.86391 -0.00372
H -4.30556 3.79626 0.06196
H -1.93933 4.54393 0.01460
H -0.13008 2.85297 -0.18458
Cl 1.67134 -3.51523 0.16125
C 0.34411 -4.56693 -0.67150
Cl -1.76683 -2.85159 0.07810
H 0.40971 -5.52970 -0.17755
H 0.65972 -4.63513 -1.70645
*
```